# 1
Computed, not measured: one molecule with the formula C8H13OP3 at a distorted geometry, with the ωB97M-V functional and the def2-TZVPD basis.

Output
- structure (SMILES) = Cc1ccccc1O[PH2]=C(P)P
- gap between HOMO and LUMO (spin up / spin down) (Ha) = 0.244 / 0.244
- calculated total energy (eV) = -38415.4823
- LUMO (spin up / spin down) (Ha) = -0.042 / -0.042
- energy relative to the best compared isomer or geometry (same formula, charge and spin) (eV) = 1.485

ORCA input file:
```
! wB97M-V def2-TZVPD RIJCOSX def2/J DEFGRID3
* xyz 0 1
C -0.795 -2.166 2.483
C -1.629 0.005 1.780
P 0.661 1.388 -1.383
C 0.535 -0.796 0.951
H -3.450 0.713 2.614
C -2.691 1.016 1.867
C 0.333 -1.967 1.686
P 1.076 -0.488 -3.624
H -0.616 1.693 -2.137
H -2.660 -1.270 3.198
H 3.564 -0.374 -1.966
H 1.018 -2.858 1.472
H 1.670 -0.683 -4.929
H -2.259 2.026 2.054
O -0.373 1.299 0.338
H 4.006 1.473 -1.494
H -0.992 -3.091 2.884
C -0.533 0.126 0.932
H -3.168 1.165 0.913
P 3.618 0.730 -2.641
C -1.838 -1.121 2.465
H 1.263 2.481 -0.992
H 0.044 0.355 -3.987
H 1.365 -0.620 0.250
C 1.851 0.964 -2.735
*
```

Atom charges from the Löwdin analysis, given in e for atoms 1 to 5:
1 C -0.0690
2 C -0.2809
3 P 0.9029
4 C -0.0514
5 H 0.0870

=====

# 2
Computed, not measured: one molecule with the formula C4H4N2O at a distorted geometry, with the ωB97M-V functional and the def2-TZVPD basis.

Output
- structure (SMILES) = N#C[C@H]1CN1C=O
- gap between HOMO and LUMO (Ha) = 0.408
- calculated total energy (eV) = -9238.3091
- LUMO (Ha) = 0.016
- energy relative to the best compared isomer or geometry (same formula, charge and spin) (eV) = 2.179

ORCA input file:
```
! wB97M-V def2-TZVPD RIJCOSX def2/J DEFGRID3
* xyz 0 1
N 2.917 -1.235 -0.385
C 0.645 -0.240 0.452
C 0.210 1.184 0.013
C 1.951 -0.685 0.031
N -0.362 -0.016 -0.561
C -1.650 -0.505 -0.383
O -2.026 -1.559 0.082
H 0.364 -0.630 1.438
H -2.439 0.288 -0.646
H 0.813 1.627 -0.736
H -0.423 1.770 0.695
*
```

Atom charges from the Löwdin analysis, given in e for atoms 1 to 5:
1 N 0.1540
2 C -0.2254
3 C -0.0207
4 C -0.1542
5 N -0.0329

=====

# 3
Computed, not measured: a 2-piece molecular cluster, C5H8O overall at a distorted geometry, with the ωB97M-V functional and the def2-TZVPD basis.

Output
- structure (SMILES) = C1CC1.C=C=O
- gap between HOMO and LUMO (Ha) = 0.377
- calculated total energy (eV) = -7360.1539
- LUMO (Ha) = 0.036
- energy relative to the best compared isomer or geometry (same formula, charge and spin) (eV) = 2.101

ORCA input file:
```
! wB97M-V def2-TZVPD RIJCOSX def2/J DEFGRID3
* xyz 0 1
C -0.975 -1.908 -0.072
C 0.603 2.005 0.853
H -0.959 -2.638 -0.875
H 0.516 -0.829 1.182
C -0.972 -0.454 -0.442
H -0.956 -0.193 -1.498
H -1.551 0.227 0.176
H -1.554 -2.207 0.797
H 1.216 1.352 -1.005
C 0.257 -1.085 0.158
O -0.026 1.908 1.833
H 1.115 -1.256 -0.487
C 1.312 2.117 -0.246
H 1.974 2.962 -0.374
*
```

Atom charges from the Löwdin analysis, given in e for atoms 1 to 5:
1 C -0.1693
2 C -0.2929
3 H 0.0946
4 H 0.0946
5 C -0.1902

=====

# 4
Computed, not measured: one molecule with the formula C4H6N2O at a distorted geometry, with the ωB97M-V functional and the def2-TZVPD basis.

Output
- structure (SMILES) = [H]/N=C/N=C(/O)C=C
- gap between HOMO and LUMO (Ha) = 0.354
- calculated total energy (eV) = -9269.6508
- LUMO (Ha) = 0.014
- energy relative to the best compared isomer or geometry (same formula, charge and spin) (eV) = 3.851

ORCA input file:
```
! wB97M-V def2-TZVPD RIJCOSX def2/J DEFGRID3
* xyz 0 1
O -0.965 -1.467 1.632
C -0.674 -0.528 0.722
C 1.685 0.289 0.738
N -1.525 0.084 0.013
N -0.665 0.287 -2.208
C 0.763 -0.569 0.240
H 2.731 0.008 0.792
H 1.064 -1.562 -0.084
C -0.651 0.730 -0.994
H -0.449 1.779 -0.732
H -1.925 -1.419 1.775
H 1.430 1.317 0.975
H -0.819 1.051 -2.869
*
```

Atom charges from the Löwdin analysis, given in e for atoms 1 to 5:
1 O 0.0956
2 C -0.4680
3 C 0.0457
4 N 0.1479
5 N 0.0824